1.
53
Properties=species:S:1:pos:R:3 method="wB97M-V/def2-TZVPD" de_lowest_kcal_mol=113.05 multiplicity=1 homo_energy_ev=-10.285 lumo_ev=-5.4 charge=+1 homo_lumo_gap_ev=4.9 energy_ha=-2915.07750
N 0.2285 2.9603 4.5349
P 0.2808 1.5119 3.8966
O -0.8356 0.4906 4.6839
O 1.8013 0.7577 4.1114
P -0.2021 1.5266 1.7131
C 0.6875 3.0206 1.0046
C 2.2968 2.9534 1.1226
C 2.8041 4.4451 1.3211
F 2.3380 5.3975 0.3595
C 3.6359 4.8909 2.3880
F 3.1319 5.5939 3.4748
F 5.0046 4.6461 2.3866
C 0.3792 -0.1470 1.0491
F 1.7786 -0.1167 0.8117
F 0.1613 -1.1363 2.0340
C -0.3094 -0.6333 -0.3091
F -0.6313 0.3968 -1.2100
F -1.3921 -1.4982 -0.0004
F 0.6926 -1.4647 -0.9795
C -2.0678 1.8365 1.5962
F -2.8279 0.7211 1.2308
F -2.5144 2.2043 2.8954
C -2.4976 3.0445 0.6370
F -2.1614 4.2986 1.1305
F -2.0576 2.9191 -0.6765
F -3.9069 3.0050 0.5818
H -0.5230 2.8813 5.2568
H -1.1514 -0.1796 4.0312
H 2.5086 1.4380 4.0696
H 0.3695 3.9786 1.5611
H 0.4044 3.2166 -0.0924
H 2.6722 2.4616 0.1641
H 2.6053 2.2583 1.9729
N -0.4848 -4.3292 -0.6045
C -0.9324 -5.0941 -1.6504
C -1.3019 -6.3191 -1.1540
C -1.0740 -6.2948 0.2432
C -0.5724 -5.0558 0.5547
H -0.1489 -3.3888 -0.6741
H -0.9477 -4.7011 -2.6557
H -1.6935 -7.1420 -1.7327
H -1.2570 -7.0954 0.9439
H -0.2697 -4.6288 1.4988
N 0.1738 -2.2531 -4.5432
C 0.1112 -2.1987 -5.9095
C -0.3963 -0.9731 -6.2620
C -0.6446 -0.2586 -5.0642
C -0.2820 -1.0721 -4.0187
H 0.5045 -3.0386 -4.0076
H 0.4317 -3.0350 -6.5113
H -0.5684 -0.6282 -7.2702
H -1.0445 0.7408 -4.9767
H -0.3056 -0.9133 -2.9569


2.
13
Properties=species:S:1:pos:R:3 method="wB97M-V/def2-TZVPD" de_lowest_kcal_mol=31.45 multiplicity=1 homo_energy_ev=-8.528 lumo_ev=1.1 homo_lumo_gap_ev=9.6 energy_ha=-195.24191
C 0.6201 -1.0045 1.1104
C -1.7690 0.4139 -0.3083
C -0.7224 0.8945 -0.9850
C 0.7133 0.7860 -0.6941
C 1.2364 -0.2327 -0.0079
H 0.7075 -2.0938 1.0373
H -0.3866 -0.7410 1.4223
H -2.7169 0.2575 -0.8090
H -1.7393 0.1443 0.7390
H -0.9043 1.2591 -1.9952
H 1.3903 1.4148 -1.2702
H 2.2900 -0.4751 -0.1295
H 1.2811 -0.6232 1.8902


3.
8
Properties=species:S:1:pos:R:3 method="wB97M-V/def2-TZVPD" de_lowest_kcal_mol=109.65 multiplicity=1 homo_energy_ev=-15.938 lumo_ev=-6.6 charge=+1 homo_lumo_gap_ev=9.3 energy_ha=-697.32542
C -2.1518 0.8914 -0.2754
C -0.6523 1.4311 0.0075
C -1.4681 -0.6390 -0.2247
N -2.4220 -0.1414 -1.1311
N -0.2407 0.1473 0.0158
O -0.2211 2.5049 0.1188
S -3.1440 -0.2870 0.5123
H 0.5156 -0.2611 0.5482


4.
32
Properties=species:S:1:pos:R:3 method="wB97M-V/def2-TZVPD" de_lowest_kcal_mol=29.79 multiplicity=1 homo_energy_ev=-4.126 lumo_ev=3.6 charge=-1 homo_lumo_gap_ev=7.7 energy_ha=-1229.58813
C -1.2624 -1.2658 1.7865
C -0.7403 2.2400 2.0956
C -0.9837 1.0179 -2.4591
C 2.6545 -1.9569 -0.5511
C 0.1899 -0.9637 1.3406
C -0.9455 1.8294 0.6638
C -1.0850 -0.0578 -1.4350
C 1.9042 -0.8969 -1.4021
O 2.9882 1.2737 -2.5232
O 1.5087 1.4371 -0.5575
O 3.8471 0.4732 -0.3933
Si 0.3201 0.3907 -0.1307
S 2.7379 0.5930 -1.2630
H -1.4356 -0.5513 2.6680
H -1.8217 -0.8826 0.9534
H -1.2831 -2.2905 1.8670
H -0.9325 1.5498 2.9092
H 0.2997 2.6979 2.1825
H -1.5044 2.9401 2.4519
H -1.5822 2.0022 -2.1866
H -0.0123 1.3542 -2.5899
H -1.5477 0.8693 -3.4853
H 2.9021 -1.6237 0.4849
H 1.9202 -2.7215 -0.4143
H 3.5383 -2.2457 -1.1143
H 0.5015 -1.9600 0.9320
H 0.8127 -0.8127 2.3730
H -0.8505 2.7136 -0.0134
H -1.8904 1.2135 0.6143
H -1.0695 -1.1255 -1.8753
H -2.1504 -0.2107 -0.9963
H 2.0231 -1.3361 -2.3478


5.
56
Properties=species:S:1:pos:R:3 method="wB97M-V/def2-TZVPD" multiplicity=1 homo_energy_ev=-4.527 lumo_ev=1.4 charge=-1 homo_lumo_gap_ev=5.9 energy_ha=-32398.92970
C 3.5695 0.9170 -1.1012
C 3.5994 -0.2471 -0.0984
N 2.4899 -1.2033 -0.1124
C 2.1814 -1.7951 -1.4267
C 2.5033 -3.2858 -1.4371
C 1.3619 -0.7900 0.6619
S 0.9303 -1.5889 1.9881
S 0.4801 0.7170 0.2852
C -0.0844 0.5188 -1.4272
C -1.0943 -0.5908 -1.7315
C -2.5622 -0.1577 -1.5887
Nb -3.8248 -0.7716 0.2060
N -3.5704 -2.7654 -0.3014
O -5.6005 -0.4854 -0.6352
H 4.0380 1.8035 -0.6726
H 4.1386 0.6762 -2.0031
H 2.5542 1.1598 -1.4049
H 4.5153 -0.8264 -0.2467
H 3.6457 0.1383 0.9213
H 2.7719 -1.2939 -2.1988
H 1.1268 -1.6677 -1.6604
H 3.5843 -3.4315 -1.4781
H 2.1126 -3.7559 -0.5358
H 2.0898 -3.7621 -2.3296
H -0.5219 1.4963 -1.6391
H 0.8007 0.4333 -2.0632
H -0.8810 -1.4801 -1.1303
H -0.8861 -0.8652 -2.7767
H -2.5942 0.9349 -1.6828
H -3.1564 -0.5944 -2.4034
H -4.5446 -1.3648 1.7998
H -4.0355 0.9658 0.8530
H -2.3380 -0.7161 1.2241
H -3.9360 -3.4650 0.3346
H -3.9928 -2.9547 -1.2082
H -6.2747 -0.1576 -0.0181
C 6.8238 -3.8741 -1.1865
Br 5.8273 -4.8903 -2.4723
Br 6.9246 -2.0243 -1.7005
Br 6.0997 -4.0704 0.5760
H 7.8329 -4.2585 -1.1775
C -0.5043 4.3711 0.8593
Br -1.9506 3.4164 0.0849
Br 0.9146 4.7027 -0.4013
Br -1.0779 6.0204 1.6866
H -0.0886 3.7534 1.6442
C 2.3058 7.2862 2.9723
Br 3.7047 6.4786 1.9404
Br 1.8990 6.2510 4.5325
Br 2.7291 9.1064 3.4248
H 1.4153 7.3011 2.3583
C -8.3037 -1.8938 2.8993
Br -7.4462 -0.1862 2.9099
Br -10.0133 -1.8205 2.0043
Br -7.1839 -3.2510 2.1570
H -8.5043 -2.1625 3.9257


6.
119
Properties=species:S:1:pos:R:3 method="wB97M-V/def2-TZVPD" de_lowest_kcal_mol=0.04 multiplicity=1 homo_energy_ev=-2.787 lumo_ev=1.9 charge=-1 homo_lumo_gap_ev=4.7 energy_ha=-2522.15084
Cs -0.7739 -0.0019 0.0787
C -0.7357 -1.2876 4.4297
C 0.1744 -0.1915 3.9406
C -0.1891 1.1465 4.0650
C 0.6494 2.1643 3.6322
C 0.2690 3.6100 3.8006
C 1.8676 1.8259 3.0467
C 2.2569 0.4989 2.9125
C 3.5831 0.1398 2.2962
C 1.4025 -0.5012 3.3719
H -1.7829 -1.0370 4.2555
H -0.6066 -1.4408 5.5042
H -0.5118 -2.2263 3.9228
H -1.1469 1.4004 4.5098
H 0.8273 4.0558 4.6279
H -0.7948 3.7191 4.0137
H 0.5080 4.1735 2.9002
H 2.5152 2.6185 2.6837
H 4.3277 -0.0441 3.0750
H 3.9488 0.9504 1.6651
H 3.4949 -0.7645 1.6923
H 1.6860 -1.5420 3.2564
O 0.5902 -3.3344 1.3475
C 1.6239 -4.1815 0.9543
C 2.4427 -3.6351 -0.1977
C 3.3356 -4.4629 -0.8714
C 4.0545 -3.9495 -1.9367
C 3.8521 -2.6223 -2.2940
C 2.9550 -1.8730 -1.5560
N 2.2660 -2.3574 -0.5218
H 0.0723 -3.1020 0.5554
H 1.2514 -5.1766 0.6740
H 2.2797 -4.3099 1.8225
H 3.4562 -5.4951 -0.5649
H 4.7467 -4.5736 -2.4869
H 4.3754 -2.1820 -3.1320
H 2.7665 -0.8303 -1.7900
C -5.0504 1.1556 -1.4994
C -4.2726 -0.0222 -1.9702
N -3.2847 -0.6086 -1.3357
C -2.8656 -1.6411 -2.1344
C -3.6269 -1.6699 -3.2799
N -4.5181 -0.6401 -3.1451
C -3.6736 -2.5012 -4.4946
O -2.7968 -3.4660 -4.5723
O -4.4982 -2.2611 -5.3603
C -1.7403 -2.5507 -1.7421
O -1.4431 -3.4741 -2.5481
O -1.1739 -2.3298 -0.6511
H -4.5308 1.6230 -0.6670
H -6.0476 0.8547 -1.1706
H -5.1503 1.8788 -2.3089
H -5.1764 -0.3935 -3.8655
H -2.2016 -3.4734 -3.7108
C 1.0953 1.4350 -5.3397
C -0.1451 0.6292 -4.9392
C 0.1267 -0.1939 -3.6761
C -1.4130 1.4584 -4.8060
C -2.5484 0.9747 -5.4519
C -3.7426 1.6731 -5.4457
C -3.8167 2.8815 -4.7753
C -2.7145 3.3873 -4.0955
C -2.8225 4.7406 -3.4176
C -3.9982 4.8294 -2.4431
C -2.9210 5.8509 -4.4706
C -1.5015 2.6723 -4.1044
N -0.3902 3.2178 -3.4165
B 0.0703 2.9500 -2.0473
N 1.0479 4.0458 -1.8833
C 1.1172 4.8220 -3.0483
C 0.2546 4.3386 -3.9543
C 1.8563 4.3966 -0.7673
C 1.4048 5.3157 0.2138
C 2.2639 5.6626 1.2550
C 3.5225 5.1105 1.3844
C 3.9497 4.2035 0.4369
C 3.1509 3.8405 -0.6444
C 3.7877 2.8390 -1.6063
C 3.0709 1.4855 -1.6295
C 3.9846 3.3759 -3.0277
C 0.0497 6.0239 0.2560
C -0.2151 6.9186 -0.9596
C -1.1319 5.0879 0.5277
H 1.8830 0.7502 -5.6648
H 1.4774 2.0246 -4.5090
H 0.8712 2.1095 -6.1694
H -0.3354 -0.0772 -5.7529
H 0.2772 0.4686 -2.8190
H 1.0162 -0.8152 -3.8159
H -0.7163 -0.8545 -3.4579
H -2.4946 0.0298 -5.9819
H -4.6047 1.2796 -5.9734
H -4.7437 3.4457 -4.7880
H -1.9162 4.9026 -2.8380
H -4.9573 4.7105 -2.9542
H -3.9973 5.8080 -1.9574
H -3.9150 4.0627 -1.6725
H -3.8126 5.7197 -5.0890
H -2.0514 5.8351 -5.1288
H -2.9763 6.8314 -3.9913
H 1.7815 5.6680 -3.1436
H 0.0690 4.6933 -4.9577
H 1.9297 6.3878 1.9889
H 4.1580 5.3795 2.2200
H 4.9390 3.7683 0.5287
H 4.7912 2.6589 -1.2079
H 2.0604 1.5869 -2.0229
H 2.9940 1.0755 -0.6193
H 3.6332 0.7830 -2.2529
H 3.0404 3.4378 -3.5620
H 4.6469 2.7077 -3.5842
H 4.4392 4.3693 -3.0082
H 0.1088 6.6970 1.1182
H -0.3963 6.3297 -1.8546
H 0.6397 7.5730 -1.1477
H -1.0930 7.5435 -0.7744
H -1.2370 4.3393 -0.2577
H -2.0544 5.6722 0.6032
H -0.9844 4.5491 1.4669